Molecular formula: C21H29ClN4OS
Method: DFT, wB97M-V/def2-TZVPD

Results
- LUMO (eV) = 0.631
- 2S+1 = 1
- ΔE to the lowest compared entry with this formula, charge and spin (kcal/mol) = 0.00

Geometry as XYZ:
```
57
C21H29ClN4OS, DFT wB97M-V/def2-TZVPD
C -1.1665 -0.4774 -2.6013
H -1.9966 1.8993 -0.4402
C 3.3812 2.1698 -0.0493
C -2.1850 1.1528 -1.2158
H -1.6224 -2.0171 -1.1588
H 3.1004 0.1605 -1.5027
H 1.9863 1.9954 -2.6948
H -0.4261 2.0672 -3.0178
C 5.6890 1.3179 -0.9071
H -1.6246 -0.0486 -3.5076
C 4.6551 1.3912 -0.0176
C -2.1038 -1.5348 -2.0296
C 1.4029 1.1229 -2.3958
N 2.2091 1.3124 -0.0465
N -3.3690 -0.9301 -1.6690
C -1.8639 0.3728 3.9575
C -2.5576 -3.1174 2.6437
H -2.6589 1.6515 -2.0769
C -2.3753 -0.9058 3.8303
H -2.3174 -3.7079 3.5268
C -4.3277 -1.9118 -1.2136
N -0.9112 0.5592 -1.6103
H -0.7633 -1.8639 1.0439
H -2.2851 -2.3002 -2.7881
H 0.0086 0.1908 0.0159
H 7.5638 0.1158 -0.7722
C -3.1410 0.0991 -0.6720
C 6.6259 0.4133 -0.3506
H 1.5572 -0.4688 -0.9319
H 1.4097 0.4262 -3.2346
H -4.0960 0.5754 -0.4394
C -1.0874 -1.2349 1.8619
H 3.3721 2.7963 -0.9458
Cl -3.5141 -1.4794 5.0033
O 4.8978 0.5852 1.0348
H 3.3137 2.8037 0.8412
C 1.4330 1.2174 1.0693
H -3.9939 -2.4412 -0.3075
H 0.0287 2.3747 -1.3306
S 1.8599 1.9844 2.4767
H -0.5745 1.8578 3.1297
C 2.0864 0.4471 -1.2004
C -0.9629 0.8596 3.0281
H -2.1547 -3.6182 1.7669
H -2.7310 -0.3252 0.2607
C -0.5604 0.0530 1.9705
H -5.2700 -1.4120 -0.9963
H 5.7767 1.8476 -1.8340
C -0.0181 1.6021 -2.1038
N 0.3128 0.4632 0.9561
C 6.0863 0.0010 0.8277
H -3.6436 -3.0770 2.5633
H -0.2237 -0.9529 -2.8776
H -4.4937 -2.6413 -2.0049
C -1.9968 -1.7368 2.7772
H 6.4365 -0.6791 1.5784
H -2.1772 0.9954 4.7806
```